# 1
The molecule C3H4BrF3O. Source: OMol25; level of theory: the ωB97M-V functional and the def2-TZVPD basis.

For the largest force on an atom, the calculation gives 4.37 eV/A. As for the LUMO energy: 0.483 eV. The energy relative to the best compared isomer or geometry (same formula, charge and spin) comes out at 113.6 kJ/mol. Its frontier orbital gap is 11.679 eV. Its structure (SMILES) is O[C@@H](C(F)F)[C@@H](F)Br. For the HOMO energy, the calculation gives -11.20 eV. For the total energy, the calculation gives -3065.51904 Eh. As for the total charge: 0.

The geometry in XYZ format:
```
12
Properties=species:S:1:pos:R:3:lowdin_charge:R:1
Br -2.508 0.904 1.307 0.794
F 1.486 -1.864 -0.466 0.057
F -0.705 2.153 -0.441 -0.116
F 2.262 0.053 0.240 0.062
O -0.971 -0.739 -1.046 -0.026
C 1.258 -0.497 -0.461 -0.351
C -0.755 1.111 0.609 -0.645
C -0.143 -0.186 0.021 -0.313
H -0.034 1.484 1.391 0.120
H -1.327 -1.571 -0.713 0.101
H -0.156 -0.775 0.969 0.150
H 1.594 -0.072 -1.410 0.168
```

=====

# 2
A cluster of 2 separate species, C3H4BrFO in total. Source: OMol25; level of theory: the ωB97M-V functional and the def2-TZVPD basis.

For the largest force on an atom, the calculation gives 4.05 eV/A. As for the LUMO energy: -0.572 eV. The energy relative to the best compared isomer or geometry (same formula, charge and spin) comes out at 366.2 kJ/mol. Its frontier orbital gap is 8.602 eV. For the HOMO energy, the calculation gives -9.17 eV. For the total energy, the calculation gives -2865.69030 Eh. As for the total charge: 0.

The geometry in XYZ format:
```
10
Properties=species:S:1:pos:R:3:lowdin_charge:R:1
Br 2.908 1.230 1.218 0.706
F -1.297 -1.726 0.668 0.017
O -2.844 -0.775 -0.639 0.135
C 1.144 0.938 0.831 -0.559
C -1.981 -0.648 0.150 -0.323
C 1.002 0.427 -0.549 -0.279
H 0.909 -0.594 -0.267 0.071
H -0.055 0.451 -0.869 0.060
H 1.743 0.439 -1.236 0.026
H -1.528 0.259 0.693 0.145
```

=====

# 3
A cluster of 2 separate species, C3H4BrI in total. Source: OMol25; level of theory: the ωB97M-V functional and the def2-TZVPD basis.

For the largest force on an atom, the calculation gives 0.44 eV/A. As for the LUMO energy (alpha / beta): -0.916 / -3.132 eV. The energy relative to the best compared isomer or geometry (same formula, charge and spin) comes out at 159.4 kJ/mol. Its frontier orbital gap (alpha / beta) is 9.193 / 4.899 eV. For the HOMO energy (alpha / beta), the calculation gives -10.11 / -8.03 eV. For the total energy, the calculation gives -2988.32309 Eh. As for the total charge: 0.

The geometry in XYZ format:
```
9
Properties=species:S:1:pos:R:3:lowdin_charge:R:1
I -4.098 -0.351 -0.033 0.072
Br 3.046 -1.173 -0.081 0.711
C 0.375 -0.294 0.260 -0.302
C -0.687 0.562 0.172 -0.031
C 1.553 -0.131 -0.444 -0.608
H -1.525 0.450 0.832 -0.050
H 0.317 -1.123 0.953 0.094
H 1.720 0.689 -1.122 0.051
H -0.702 1.372 -0.538 0.063
```

=====

# 4
A cluster of 2 separate species, C3H4BrN in total. Source: OMol25; level of theory: the ωB97M-V functional and the def2-TZVPD basis.

For the largest force on an atom, the calculation gives 4.58 eV/A. As for the LUMO energy: -0.242 eV. The energy relative to the best compared isomer or geometry (same formula, charge and spin) comes out at 247.1 kJ/mol. Its frontier orbital gap is 9.282 eV. For the HOMO energy, the calculation gives -9.52 eV. For the total energy, the calculation gives -2745.36790 Eh. As for the total charge: 0.

The geometry in XYZ format:
```
9
Properties=species:S:1:pos:R:3:lowdin_charge:R:1
Br 2.237 -1.055 -0.040 0.690
N 0.490 2.354 -0.369 0.151
C 0.791 1.316 0.016 -0.396
C 0.845 0.011 0.623 -0.636
C -1.035 -0.608 -0.425 0.076
H -1.719 -1.022 0.352 0.038
H -0.908 -1.300 -1.229 0.020
H 0.578 -0.147 1.637 0.045
H -1.277 0.450 -0.566 0.012
```

=====

# 5
The molecule C3H4BrN. Source: OMol25; level of theory: the ωB97M-V functional and the def2-TZVPD basis.

For the largest force on an atom, the calculation gives 2.82 eV/A. As for the LUMO energy: 0.139 eV. The energy relative to the best compared isomer or geometry (same formula, charge and spin) comes out at 87.9 kJ/mol. Its frontier orbital gap is 10.377 eV. Its structure (SMILES) is [H]/N=C(\Br)C=C. For the HOMO energy, the calculation gives -10.24 eV. For the total energy, the calculation gives -2745.42853 Eh. As for the total charge: 0.

The geometry in XYZ format:
```
9
Properties=species:S:1:pos:R:3:lowdin_charge:R:1
Br -2.581 0.324 -0.021 0.674
N -0.975 -2.097 -0.066 0.129
C 0.159 -0.187 0.088 -0.281
C -1.049 -0.879 0.182 -0.779
C 0.397 1.100 -0.059 -0.001
H -1.804 -2.634 -0.205 0.055
H 1.484 1.417 -0.137 0.088
H -0.330 1.914 -0.055 0.034
H 0.962 -0.823 0.032 0.081
```

=====

# 6
A cluster of 2 separate species, C3H4BrN in total. Source: OMol25; level of theory: the ωB97M-V functional and the def2-TZVPD basis.

For the largest force on an atom, the calculation gives 3.95 eV/A. As for the LUMO energy (alpha / beta): -2.911 / -2.909 eV. The energy relative to the best compared isomer or geometry (same formula, charge and spin) comes out at 364.6 kJ/mol. Its frontier orbital gap (alpha / beta) is 6.381 / 6.385 eV. For the HOMO energy (alpha / beta), the calculation gives -9.29 / -9.29 eV. For the total energy, the calculation gives -2745.32314 Eh. As for the total charge: 0.

The geometry in XYZ format:
```
9
Properties=species:S:1:pos:R:3:lowdin_charge:R:1
Br -2.367 0.619 -2.052 -0.047
N -0.460 1.246 1.353 0.164
C 0.195 -1.561 -0.415 0.079
C -0.286 0.937 0.081 -0.364
C -0.253 -0.379 -0.275 -0.092
H 1.144 -1.910 -0.257 0.065
H -0.424 -2.412 -0.754 0.114
H -0.460 2.236 1.368 0.037
H -0.432 1.642 -0.760 0.045
```

=====

# 7
The molecule C3H4BrN. Source: OMol25; level of theory: the ωB97M-V functional and the def2-TZVPD basis.

For the largest force on an atom, the calculation gives 4.89 eV/A. As for the LUMO energy: -0.130 eV. The energy relative to the best compared isomer or geometry (same formula, charge and spin) comes out at 159.0 kJ/mol. Its frontier orbital gap is 9.717 eV. Its structure (SMILES) is [H]/N=C/C(=C)Br. For the HOMO energy, the calculation gives -9.85 eV. For the total energy, the calculation gives -2745.40147 Eh. As for the total charge: 0.

The geometry in XYZ format:
```
9
Properties=species:S:1:pos:R:3:lowdin_charge:R:1
Br 2.636 0.891 -0.272 0.426
N -1.121 -1.153 -0.209 0.105
C -0.220 1.365 0.267 -0.034
C 0.525 0.402 -0.168 -0.554
C 0.122 -0.968 -0.206 -0.289
H -1.379 -2.088 -0.174 0.033
H -0.183 2.431 0.464 0.075
H -1.277 0.907 0.430 0.108
H 0.896 -1.787 -0.132 0.130
```

=====

# 8
A cluster of 2 separate species, C3H4BrN in total. Source: OMol25; level of theory: the ωB97M-V functional and the def2-TZVPD basis.

For the largest force on an atom, the calculation gives 2.48 eV/A. As for the LUMO energy (alpha / beta): -1.407 / -1.036 eV. The energy relative to the best compared isomer or geometry (same formula, charge and spin) comes out at 336.0 kJ/mol. Its frontier orbital gap (alpha / beta) is 8.924 / 8.315 eV. For the HOMO energy (alpha / beta), the calculation gives -10.33 / -9.35 eV. For the total energy, the calculation gives -2745.33405 Eh. As for the total charge: 0.

The geometry in XYZ format:
```
9
Properties=species:S:1:pos:R:3:lowdin_charge:R:1
Br -2.085 0.963 0.044 0.741
N -0.741 -2.550 0.025 0.176
C -0.619 -1.410 0.088 -0.372
C 0.737 0.619 -0.483 -0.176
C -0.467 -0.019 0.126 -0.821
H 0.664 0.588 -1.574 0.090
H 0.812 1.661 -0.179 0.073
H 0.062 0.059 2.134 0.204
H 1.637 0.089 -0.182 0.084
```

=====

# 9
A cluster of 2 separate species, C3H4BrNO in total. Source: OMol25; level of theory: the ωB97M-V functional and the def2-TZVPD basis.

For the largest force on an atom, the calculation gives 7.33 eV/A. As for the LUMO energy: 0.059 eV. The energy relative to the best compared isomer or geometry (same formula, charge and spin) comes out at 338.4 kJ/mol. Its frontier orbital gap is 8.452 eV. Its structure (SMILES) is N=C=CBr.C=O. For the HOMO energy, the calculation gives -8.39 eV. For the total energy, the calculation gives -2820.58447 Eh. As for the total charge: 0.

The geometry in XYZ format:
```
10
Properties=species:S:1:pos:R:3:lowdin_charge:R:1
Br 0.886 -1.656 2.304 0.729
O -0.437 -0.903 -0.617 -0.103
N 1.353 1.299 0.210 0.137
C 0.005 -0.141 1.715 -0.632
C 0.640 0.632 0.908 -0.400
C -0.876 -0.181 -1.569 -0.026
H -0.298 -0.082 -2.391 0.044
H 1.554 0.933 -0.871 0.161
H -1.821 0.239 -1.524 0.066
H -1.005 -0.141 1.834 0.024
```

=====

# 10
A cluster of 2 separate species, C3H4BrNO in total. Source: OMol25; level of theory: the ωB97M-V functional and the def2-TZVPD basis.

For the largest force on an atom, the calculation gives 4.20 eV/A. As for the LUMO energy (alpha / beta): 0.572 / -2.449 eV. The energy relative to the best compared isomer or geometry (same formula, charge and spin) comes out at 55.2 kJ/mol. Its frontier orbital gap (alpha / beta) is 8.817 / 8.148 eV. The spin multiplicity is 3. Its expectation value of S² is 2.016. For the HOMO energy (alpha / beta), the calculation gives -8.25 / -10.60 eV. For the total energy, the calculation gives -2820.52092 Eh. As for the total charge: 0.

The geometry in XYZ format:
```
10
Properties=species:S:1:pos:R:3:lowdin_spin:R:1
Br -2.550 0.605 -0.091 0.152
O 0.355 -0.389 0.635 0.837
N -2.069 -3.052 -0.393 0.175
C -1.891 -0.799 0.753 0.516
C 0.710 0.633 -0.127 0.119
C -1.946 -2.071 0.160 0.072
H -2.019 -0.689 1.883 0.005
H 1.779 0.926 0.392 0.082
H -0.012 1.605 -0.091 0.001
H 0.895 0.378 -1.184 0.040
```

=====

Question: Which of these has the lowest energy relative to the best compared isomer or geometry (same formula, charge and spin)?
Answer: number 10

=====

Question: Which of these has the lowest energy relative to the best compared isomer or geometry (same formula, charge and spin)?
Answer: number 10